65
Properties=species:S:1:pos:R:3:mulliken_charge:R:1 method="wB97M-V/def2-TZVPD" gap_ev=3.40 fmax_ev_per_a=1.4 lumo_ev=-7.93 e_homo_ev=-11.33 charge=+1 energy_ev=-49136.0534 multiplicity=1
C -2.4799 -2.4297 3.5619 -1.166
C -1.3078 -1.6529 2.9830 -0.438
N -0.2974 -2.5253 2.3405 -0.335
P -0.4112 -2.6708 0.5010 0.754
C -0.7821 -4.5733 0.3188 -1.117
C -1.0015 -5.2440 1.6540 -0.531
F -1.1322 -6.6080 1.3301 -0.323
C -0.5974 -2.3640 -1.4428 -1.278
C -1.7451 -1.4118 -1.6680 -1.056
C -1.3285 0.0468 -1.4595 -0.135
C -1.1599 0.8548 -2.7717 -0.687
C -1.7282 2.2692 -2.6526 -1.424
C -0.7849 3.1745 -1.8450 -0.089
C 0.4035 3.6789 -2.6849 -1.013
C 1.7861 3.4644 -2.0527 -0.607
C 2.3818 4.6401 -1.2462 -0.760
C 1.3960 5.6105 -0.6021 -0.624
C 0.7579 5.0856 0.6740 -0.454
O 1.7379 4.8642 1.6704 -0.403
C 1.9927 3.5244 2.0199 -0.523
C 1.5104 -2.8530 0.3781 -1.393
S 2.2928 -4.0907 1.3753 1.227
O 2.2676 -3.7399 2.7619 -0.553
O 3.5371 -4.4425 0.7648 -0.626
H -2.8692 -3.1767 2.8781 0.225
H -3.2936 -1.7306 3.7527 0.378
H -2.2167 -2.8641 4.5212 0.340
H -0.7911 -1.1404 3.7929 0.541
H -1.6713 -0.8762 2.3074 0.278
H 0.5998 -2.0844 2.5304 0.377
H -0.2059 -1.2186 0.5001 0.139
H -1.8468 -2.4383 0.6439 0.029
H -1.6870 -4.6678 -0.2775 0.493
H 0.0128 -5.0647 -0.2493 0.452
H -1.9141 -4.9344 2.1455 0.217
H -0.1668 -5.1661 2.3449 0.545
H -0.7086 -3.3155 -1.9620 0.661
H 0.3234 -1.9121 -1.8105 0.537
H -2.6021 -1.6602 -1.0380 0.393
H -2.0736 -1.5721 -2.6977 0.549
H -0.3677 0.0751 -0.9269 0.054
H -2.0528 0.5657 -0.8336 0.494
H -0.0933 0.9622 -2.9777 0.264
H -1.5909 0.3266 -3.6184 0.600
H -1.8445 2.6939 -3.6492 0.394
H -2.7117 2.2370 -2.1838 0.462
H -1.3472 4.0015 -1.4170 0.496
H -0.3937 2.5751 -1.0194 -0.026
H 0.2540 4.7146 -2.9771 0.493
H 0.3973 3.1027 -3.6120 0.535
H 2.4797 3.2554 -2.8664 0.462
H 1.7628 2.5721 -1.4254 0.251
H 3.1071 5.1890 -1.8420 0.309
H 2.9556 4.2151 -0.4214 0.222
H 0.6270 5.9628 -1.2886 0.416
H 1.9575 6.4979 -0.3057 0.396
H 0.1564 4.1913 0.5007 0.266
H 0.0812 5.8543 1.0519 0.319
H 3.0621 3.3273 1.9391 0.268
H 1.4779 2.8228 1.3597 0.103
H 1.6876 3.3423 3.0504 0.284
H 1.8173 -3.0581 -0.6450 0.505
H 2.0092 -1.9243 0.6684 0.562
H 1.4346 -5.2143 1.2205 -0.174
Be 0.9380 -7.0731 0.9288 0.449